Arrangement A

Here is an isolated molecule of C6H7NO2 from OMol25. Energies are from ωB97M-V with the def2-TZVPD basis set.

Values from the calculation:
HOMO: -8.670 eV
Kohn-Sham gap: 9.51 eV
SMILES string: C1=NO[C@@H]2[C@@H]3OC[C@@H]1[C@H]23

Geometry as ORCA input:
```
! wB97M-V def2-TZVPD RIJCOSX def2/J DEFGRID3
* xyz 0 1
C 1.4431 -1.0819 -0.4189
C 0.9052 1.0893 0.0981
C -0.7422 1.4260 -0.0815
C -1.4195 -1.2578 0.1096
C -0.0364 -0.8414 -0.0422
C -0.0744 0.3410 0.8272
H 2.1480 -1.5128 0.4083
H 1.6723 -1.6932 -1.3035
H 1.4094 2.0452 0.5627
H -0.9704 2.3866 0.3124
H -1.8317 -2.0058 0.8574
H -0.1678 -0.1215 -0.9470
H -0.1285 0.4748 1.9003
N -2.2339 -0.4360 -0.4811
O 1.7466 0.3484 -0.8395
O -1.7197 0.8389 -0.9621
*
```

Just the natural (NBO) charges please, in e? Sure, here they are:
1. C -0.052
2. C 0.082
3. C 0.032
4. C 0.065
5. C -0.408
6. C -0.302
7. H 0.187
8. H 0.213
9. H 0.218
10. H 0.206
11. H 0.232
12. H 0.295
13. H 0.228
14. N -0.108
15. O -0.513
16. O -0.376

***

Arrangement B

Here is a structure of composition C6H7NO2 from OMol25. Energies are from ωB97M-V with the def2-TZVPD basis set.

Values from the calculation:
HOMO: -10.464 eV
Kohn-Sham gap: 11.10 eV

Geometry as ORCA input:
```
! wB97M-V def2-TZVPD RIJCOSX def2/J DEFGRID3
* xyz 0 1
C 1.6884 2.7356 -0.4305
C 1.2217 1.8933 0.5501
C -0.1254 1.2329 0.3961
C -1.2489 -0.7665 0.1489
C -0.8093 -2.3525 0.2010
C 0.0617 -2.6829 -0.9025
H 0.9941 2.7879 -1.6789
H 2.5802 3.4023 -0.1251
H 1.4947 1.5446 1.5868
H -1.7175 -0.5700 -0.8647
H -1.6891 -0.5677 1.0190
H -0.4070 -2.4565 1.0693
H -1.5567 -2.8549 0.2768
N 0.7029 -2.9609 -1.7356
O -1.2361 1.7346 0.1823
O 0.0462 -0.1192 0.3070
*
```

Just the natural (NBO) charges please, in e? Sure, here they are:
1. C -0.339
2. C -0.344
3. C 0.752
4. C -0.030
5. C -0.476
6. C 0.284
7. H 0.247
8. H 0.228
9. H 0.244
10. H 0.214
11. H 0.189
12. H 0.230
13. H 0.214
14. N -0.312
15. O -0.584
16. O -0.518

***

Among the structures above, stability is smallest for arrangement A.